Record 1
2 unconnected molecules or ions with the total composition C3H11N2 in a non-equilibrium geometry, computed with ωB97M-V with the def2-TZVPD basis set.

The geometry in XYZ format:
```
16
Properties=species:S:1:pos:R:3:nbo_charge:R:1
C 1.656 -2.805 2.235 -0.61
C 1.972 -1.636 3.189 -0.61
H 1.754 -2.508 1.186 0.19
H 2.392 -3.575 2.412 0.22
H 0.657 -3.188 2.417 0.21
H 2.555 -0.878 2.660 0.20
H 2.654 -2.009 3.958 0.22
H 1.100 -1.181 3.648 0.20
N -1.072 0.564 -1.452 -0.70
C -1.187 1.514 -2.335 0.41
N -1.638 2.719 -2.093 -0.69
H -1.352 0.615 -0.482 0.43
H -0.330 -0.125 -1.551 0.44
H -0.815 1.349 -3.342 0.24
H -1.959 3.282 -2.868 0.44
H -2.152 2.919 -1.243 0.42
```

The calculation puts the energy relative to the best compared isomer or geometry (same formula, charge and spin) at 62.8 kJ/mol. The charge is +1. For the maximum force, the calculation gives 1.35 eV/Å. For the frontier orbital gap, the calculation gives 9.67 eV.

***

Record 2
A gas-phase ion, C3H11N2 (charge +1) in a non-equilibrium geometry, computed with ωB97M-V with the def2-TZVPD basis set.

The geometry in XYZ format:
```
16
Properties=species:S:1:pos:R:3:nbo_charge:R:1
C 1.790 0.143 -0.268 -0.65
C 0.298 0.264 -0.019 -0.03
N -0.401 0.549 -1.393 -0.70
C -0.645 -0.798 0.614 -0.25
N -1.414 -0.150 1.662 -0.86
H 1.990 -0.710 -0.913 0.23
H 2.412 0.047 0.625 0.27
H 2.110 1.123 -0.636 0.23
H 0.133 1.166 0.605 0.24
H -1.340 0.967 -1.308 0.45
H -0.422 -0.325 -1.954 0.43
H 0.155 1.122 -2.027 0.44
H -1.271 -1.231 -0.191 0.20
H -0.064 -1.696 0.888 0.21
H -2.385 -0.392 1.763 0.40
H -0.947 -0.079 2.552 0.39
```

The calculation puts the energy relative to the best compared isomer or geometry (same formula, charge and spin) at 92.0 kJ/mol. The charge is +1. For the maximum force, the calculation gives 1.39 eV/Å. The structure (SMILES) is C[C@@H]([NH3+])CN. For the frontier orbital gap, the calculation gives 9.92 eV.

***

Record 3
2 unconnected molecules or ions with the total composition C3H11N2O in a non-equilibrium geometry, computed with ωB97M-V with the def2-TZVPD basis set.

The geometry in XYZ format:
```
17
Properties=species:S:1:pos:R:3:nbo_charge:R:1
C -1.334 0.738 -1.595 -0.66
C 0.056 0.247 -1.071 0.00
C 0.114 -0.338 0.145 -0.38
N 1.538 -0.364 0.699 -0.82
N 1.069 0.232 -2.053 -0.87
H -1.370 1.763 -1.451 0.21
H -1.566 0.698 -2.693 0.20
H -2.182 0.283 -1.101 0.21
H -0.662 -0.524 0.882 0.23
H 1.570 -0.379 1.718 0.38
H 1.864 -1.299 0.577 0.41
H 1.891 0.366 0.153 0.42
H 0.841 1.046 -2.542 0.36
H 0.954 -0.518 -2.806 0.32
H -0.460 -1.240 3.826 0.46
H -1.546 -0.278 3.935 0.47
O -0.779 -0.433 3.378 -0.95
```

The calculation puts the energy relative to the best compared isomer or geometry (same formula, charge and spin) at 260.6 kJ/mol. For the maximum force, the calculation gives 3.96 eV/Å. As for the expectation value of S²: 0.755. For the frontier orbital gap (spin up / spin down), the calculation gives 4.14 / 8.80 eV. Its spin multiplicity is 2.

***

Record 4
2 unconnected molecules or ions with the total composition C3H11N2O in a non-equilibrium geometry, computed with ωB97M-V with the def2-TZVPD basis set.

The geometry in XYZ format:
```
17
Properties=species:S:1:pos:R:3:nbo_charge:R:1
C 2.569 1.399 -1.307 -0.43
N 1.533 0.323 -1.437 -0.69
H 1.916 -0.630 -1.449 0.43
H 0.896 0.242 -0.620 0.49
H 1.082 0.414 -2.339 0.44
H 2.251 2.024 -0.477 0.23
H 2.612 2.027 -2.183 0.24
H 3.526 0.998 -0.991 0.24
C -2.604 -0.279 0.594 -0.72
C -1.244 -0.699 1.058 0.72
O -0.252 -0.428 0.368 -0.75
N -1.136 -1.397 2.193 -0.77
H -3.403 -0.684 1.221 0.23
H -2.808 -0.641 -0.408 0.25
H -0.230 -1.690 2.517 0.42
H -1.984 -1.779 2.572 0.41
H -2.724 0.799 0.688 0.26
```

The calculation puts the energy relative to the best compared isomer or geometry (same formula, charge and spin) at 15.3 kJ/mol. The charge is +1. For the maximum force, the calculation gives 1.40 eV/Å. For the frontier orbital gap, the calculation gives 11.08 eV.

***

Question: What is the maximum force in the second record?
Answer: 1.39 eV/Å

***

Question: Which of these has the highest maximum force?
Answer: number 3